Record 1
Here is C6H12N2OPRu as an isolated structure in a non-equilibrium geometry from the OMol25 dataset. Energies are from ωB97M-V/def2-TZVPD.

Each line ends with the Mulliken charge.
Element x y z (Å)
1 N 0.187631 1.139494 4.010694  -0.354
2 H 2.027900 -0.779724 -0.516301  0.410
3 C 0.730064 -2.413982 -1.495041  -0.552
4 H -0.027367 1.116260 4.999719  0.210
5 H 0.327651 4.197227 0.382628  0.117
6 C -0.018311 -0.189960 -1.223186  0.187
7 P -0.326667 2.929222 0.140104  -0.210
8 C 1.048282 -1.105464 -0.959583  -0.134
9 Ru 0.681908 1.065469 0.612800  0.386
10 C 0.215420 -0.017659 3.343340  0.735
11 C -1.014878 -1.017751 -2.038522  -0.589
12 C -0.539750 -2.354514 -2.174010  -0.403
13 O 0.366378 -0.041412 2.092029  -0.693
14 H -0.761234 3.072339 -1.216223  0.105
15 H -1.024500 -3.228888 -2.670896  0.372
16 H -1.972003 -0.586860 -2.325540  0.425
17 H -1.589280 3.070929 0.799473  0.109
18 H 0.113014 2.020380 3.496526  0.161
19 H 0.076086 0.907986 -1.416695  0.274
20 H 1.345607 -3.304154 -1.330132  0.409
21 H -0.025757 -1.251470 4.987255  0.196
22 N 0.117260 -1.203241 3.989252  -0.394
23 H 0.073846 -2.038726 3.418012  0.234

Forces on atoms 1 to 2 (eV/Å):
-0.2464 0.0415 0.4250
-0.9205 -0.7100 -0.5564

Computed properties:
charge	+1
expectation value of S²	6.0301
total energy	-856.41617	Ha
LUMO (spin up / spin down)	-2.76 / -5.15	eV
gap between HOMO and LUMO (spin up / spin down)	8.152 / 6.346	eV
spin multiplicity	5

***

Record 2
Here is C18H19BF2LuN2O2Si as an isolated structure in a non-equilibrium geometry from the OMol25 dataset. Energies are from ωB97M-V/def2-TZVPD.

Each line ends with the Mulliken charge.
Element x y z (Å)
1 C 1.560643 -3.234708 1.888056  -1.407
2 C 1.566390 4.863361 -0.530365  -0.348
3 H -4.025202 -1.785082 -3.578586  0.303
4 H -3.790090 2.294184 -2.292395  0.305
5 N 1.570518 2.201727 -1.309633  -0.085
6 Lu 1.671196 -0.181025 -1.760156  1.001
7 H 1.621601 4.076071 1.477817  0.468
8 C 1.528276 3.175167 -2.212629  -0.131
9 F 3.756789 0.408300 -1.701813  -0.342
10 C 1.527626 4.520751 -1.867312  -0.721
11 C -4.145384 1.650918 -1.485667  -0.926
12 H -3.785333 -0.831823 0.599635  0.296
13 C -0.589130 -0.254299 -1.976333  -0.516
14 H -5.440530 -0.747733 -3.378267  0.311
15 B 3.867227 -1.060901 -1.998261  0.309
16 F 5.100770 -1.418403 -2.110010  -0.178
17 C 1.763963 -0.668919 2.947607  -0.615
18 C 1.579177 -2.131100 1.050982  -0.594
19 H 1.813785 -1.655589 4.851000  0.466
20 C -1.809341 -0.203627 -1.887041  0.123
21 C 1.600684 3.849940 0.420477  -0.819
22 Si -3.664919 -0.129735 -1.775529  -0.026
23 C 1.627676 -4.180761 4.275090  0.576
24 C -4.348746 -0.760179 -3.390298  -0.930
25 C -4.190831 -1.202796 -0.343342  -0.924
26 H -5.232620 1.744102 -1.437910  0.304
27 H -4.013733 -0.142696 -4.225328  0.304
28 C 1.746359 -1.770080 3.778107  -1.145
29 H 1.513624 -2.288765 -0.021817  0.117
30 H 1.565555 5.900730 -0.225296  0.457
31 C 1.628819 1.442823 0.975568  0.316
32 H 1.493888 5.272257 -2.642573  0.414
33 H 1.479466 -4.212893 1.431393  0.203
34 C 1.676290 -0.847023 1.568214  2.123
35 H -3.736861 2.024099 -0.544783  0.293
36 O 1.717586 -3.958255 5.445636  -0.521
37 H -5.279652 -1.213705 -0.258580  0.302
38 N 1.676974 0.219668 0.618506  0.046
39 C 1.642555 -3.060667 3.261793  0.858
40 H -3.854906 -2.232350 -0.476263  0.307
41 H 1.855244 0.311215 3.393292  0.303
42 C 1.604891 2.535102 -0.006106  0.173
43 H 1.482442 2.878275 -3.253657  0.437
44 H 1.587272 1.737657 2.020472  0.305
45 H 1.516818 -5.490125 2.862809  0.279
46 O 1.563180 -5.443091 3.823475  -0.471

Forces on atoms 1 to 2 (eV/Å):
-0.0040 0.0124 -0.0041
-0.0005 -0.0042 0.0033

Computed properties:
charge	+1
total energy	-2706.78919	Ha
LUMO	-4.84	eV
gap between HOMO and LUMO	7.296	eV
spin multiplicity	1

***

For each record above, in turn, the calculated ΔE to the lowest compared entry with this formula, charge and spin values are 43.59, 0.00 kcal/mol.